(1)
{"formula": "C18H25ClIOP2Rh", "method": "ωB97M-V/def2-TZVPD", "elements": ["C", "I", "H", "H", "H", "Rh", "P", "C", "C", "H", "H", "H", "C", "H", "H", "H", "H", "H", "H", "C", "O", "Cl", "C", "P", "C", "C", "C", "C", "C", "C", "C", "C", "C", "C", "C", "C", "H", "H", "H", "H", "H", "H", "H", "H", "H", "H", "H", "H", "H"], "coordinates": [[1.818789, 0.074019, -1.543615], [-1.086080, -2.987722, 0.562606], [2.234045, 0.831395, -0.871490], [1.356417, 0.529660, -2.421039], [2.592330, -0.630439, -1.863154], [0.475584, -0.962597, -0.471077], [2.260886, -2.505431, 0.179759], [2.271525, -3.890034, -0.998892], [3.956996, -1.819789, 0.077605], [2.156812, -2.442814, 2.574605], [3.254512, -3.722374, 1.966406], [1.473464, -3.964886, 1.943375], [2.279911, -3.237454, 1.835091], [4.029823, -0.946399, 0.738266], [4.649900, -2.605923, 0.411897], [3.117062, -4.548960, -0.766351], [2.377662, -3.497390, -2.016557], [4.188632, -1.534372, -0.954095], [1.324581, -4.433233, -0.916956], [-0.068148, -1.690540, -2.096979], [-0.364442, -2.137349, -3.118343], [1.288939, -0.014212, 1.616925], [-2.393641, 0.544983, -1.845930], [-1.194574, 0.648800, -0.479014], [-0.568369, 2.360910, -0.700876], [-0.479739, 3.312394, 0.320374], [-0.010745, 4.606605, 0.056945], [0.368415, 4.960102, -1.242858], [0.315101, 4.012251, -2.261201], [-0.153549, 2.722173, -1.996796], [-2.245178, 0.423744, 1.004902], [-3.436150, -0.312763, 0.932902], [-4.172039, -0.590004, 2.084294], [-3.723011, -0.146083, 3.329808], [-2.513074, 0.546110, 3.420270], [-1.777378, 0.817637, 2.266032], [-1.887731, 0.796313, -2.781876], [-3.183916, 1.276497, -1.632040], [-2.775443, -0.476417, -1.911101], [-0.790538, 3.035844, 1.325026], [0.052995, 5.346333, 0.855579], [0.697706, 5.977231, -1.461616], [0.631237, 4.267350, -3.274550], [-0.207391, 1.997145, -2.805373], [-3.776929, -0.688309, -0.030775], [-5.102947, -1.153754, 2.003314], [-4.316149, -0.337393, 4.224051], [-2.134606, 0.884296, 4.383954], [-0.811555, 1.304849, 2.348568]], "forces_ev_per_angstrom": [[0.8058, 0.1755, -1.3282], [0.0653, 0.4501, -0.1198], [-0.1684, -0.2182, -0.0876], [0.2598, -0.0227, 0.0666], [-0.1211, 0.4954, -0.1212], [0.0131, -0.8481, 4.3275], [1.2325, -0.3029, -0.1955], [0.2387, -0.0118, 0.2408], [-0.2948, -0.0163, -0.0341], [0.0374, -0.1704, -0.0539], [-0.2780, -0.0324, 0.0995], [0.1108, -0.0482, 0.0986], [-0.0368, 0.0073, -0.0080], [0.0534, -0.2313, -0.1855], [-0.1187, 0.2904, -0.1483], [-0.2305, -0.0142, -0.1942], [-0.0150, -0.1457, 0.1441], [0.1191, -0.0649, 0.2907], [0.2010, -0.0565, -0.1045], [-1.3683, -2.3984, -5.5449], [0.6736, 1.1239, 2.3162], [0.0212, 0.4982, 0.4039], [0.2366, 0.3189, 0.1585], [-0.9935, 0.9336, 0.2267], [-0.7934, 0.1382, 1.2169], [-0.4961, -2.1937, -0.2047], [0.4440, 1.1030, -0.3120], [0.2687, 0.0363, -1.2704], [0.6332, 2.2591, 0.2559], [-0.3849, -1.0995, 0.4448], [0.3713, 0.3641, 0.4339], [0.0801, -0.0807, -0.3288], [0.0494, -0.0431, 0.0529], [0.0911, 0.0804, -0.1132], [-0.1005, 0.0244, -0.2075], [-0.1356, 0.0334, 0.0054], [-0.2663, -0.1693, 0.0156], [-0.0042, -0.3554, -0.2811], [-0.0610, 0.2077, -0.1084], [0.0329, 0.2107, -0.1911], [-0.0632, -0.2051, -0.1438], [-0.0444, -0.3574, 0.0995], [-0.0949, -0.0014, 0.3194], [0.0395, 0.2187, 0.0896], [-0.1730, 0.1458, 0.2617], [0.2818, 0.1909, 0.0248], [0.1975, 0.0065, -0.2405], [-0.1237, -0.1240, -0.2161], [-0.1915, -0.1009, 0.1493]], "mulliken_spin": [0.09, 0.92, 0.01, -0.01, -0.01, 1.08, 0.19, 0.02, 0.02, 0.00, 0.01, 0.00, 0.02, 0.00, 0.01, 0.01, 0.00, 0.00, -0.01, 0.06, 0.01, 0.38, -0.01, 0.18, 0.00, 0.19, 0.25, 0.07, 0.18, 0.20, -0.02, 0.04, 0.01, 0.01, 0.00, -0.01, 0.00, 0.00, 0.00, 0.06, -0.01, 0.01, 0.00, 0.04, 0.00, 0.00, 0.00, 0.00, 0.03], "orbital_gap_ev": [5.342, 3.608], "charge": 2, "largest_force_ev_per_a": 6.19, "spin_multiplicity": 5, "energy_ha": -2326.56795, "relative_energy_ev": 0.000}

---

(2)
{"formula": "C18H25FN2O", "method": "ωB97M-V/def2-TZVPD", "elements": ["O", "C", "N", "C", "H", "C", "C", "H", "H", "C", "N", "C", "C", "C", "C", "C", "C", "H", "H", "F", "H", "H", "H", "C", "H", "H", "H", "H", "H", "H", "C", "C", "C", "H", "C", "H", "H", "C", "H", "H", "C", "H", "H", "H", "H", "H", "H"], "coordinates": [[1.143889, 2.603003, -2.454353], [1.614343, 2.029104, -1.487700], [1.247155, 2.373501, -0.227089], [0.351633, 3.498589, -0.029481], [0.139194, 3.924088, -1.011336], [-0.934768, 3.059775, 0.665688], [-0.607719, 2.356144, 1.980706], [-1.519760, 1.968460, 2.438248], [-0.151655, 3.064245, 2.675631], [0.372415, 1.197403, 1.731307], [-0.205031, 0.144235, 0.930048], [-1.190506, -0.710384, 1.373287], [-1.430369, -0.957992, 2.727488], [-2.380019, -1.882173, 3.119260], [-3.099056, -2.565120, 2.157896], [-2.888420, -2.342877, 0.809132], [-1.940376, -1.418055, 0.426393], [-1.770370, -1.234962, -0.624904], [-3.464893, -2.886023, 0.077270], [-4.032959, -3.467712, 2.543847], [-2.566533, -2.073039, 4.164289], [-0.875392, -0.431146, 3.486915], [-0.286192, 0.393205, -0.046567], [1.621854, 1.727350, 1.005058], [2.303288, 0.900608, 0.819276], [2.122686, 2.456898, 1.654838], [0.692915, 0.769136, 2.686791], [-1.560231, 3.933203, 0.852534], [-1.491633, 2.386390, 0.011338], [0.865680, 4.248973, 0.583911], [2.643376, 0.927326, -1.664511], [2.026811, -0.480540, -1.659377], [3.081042, -1.542639, -2.031033], [2.937659, -2.433764, -1.417861], [2.801794, -1.882043, -3.492617], [3.219529, -1.114224, -4.145282], [3.216196, -2.846074, -3.783946], [1.279480, -1.846240, -3.557684], [0.900610, -1.782473, -4.576425], [0.871542, -2.746501, -3.094116], [0.919622, -0.613450, -2.726595], [-0.069438, -0.709312, -2.278704], [0.910637, 0.273779, -3.359976], [4.097632, -1.184018, -1.873515], [1.626737, -0.693806, -0.664988], [3.095885, 1.098157, -2.643399], [3.427451, 1.003642, -0.909655]], "forces_ev_per_angstrom": [[-0.0634, 0.0572, -0.3545], [0.4103, -0.1266, -0.2023], [-0.2253, 0.1785, 0.3159], [-0.4009, 0.2166, -0.2837], [0.0805, 0.0027, 0.1885], [0.2434, 0.0864, 0.1622], [-0.0451, -0.2014, -0.1150], [0.0201, 0.0167, 0.0888], [-0.0015, 0.0508, 0.0846], [0.0376, 0.2138, 0.1713], [0.4344, 0.2218, -0.4366], [-0.2917, -0.3209, 0.1470], [0.1381, 0.1952, -0.1994], [-0.3010, -0.2720, -0.1658], [0.0762, 0.0626, 0.0658], [-0.1072, -0.0811, 0.2578], [0.0518, 0.1060, 0.1059], [0.0340, 0.0167, -0.1219], [-0.0697, -0.0660, -0.0624], [0.0444, 0.0367, -0.0250], [-0.0381, -0.0377, 0.0992], [0.0649, 0.0679, 0.0751], [-0.0218, -0.0596, 0.0698], [0.0513, -0.3407, 0.3358], [-0.0056, 0.0473, 0.0030], [-0.0025, -0.0687, -0.0205], [0.0454, 0.0664, -0.0954], [-0.0578, -0.0056, -0.0398], [-0.0513, 0.0292, -0.0576], [0.0024, -0.0046, -0.0128], [-0.1049, -0.0626, 0.0255], [0.1275, 0.0844, 0.1579], [0.0198, 0.0122, -0.0426], [0.0425, -0.0335, 0.0220], [-0.0546, -0.1424, 0.0846], [0.0469, 0.0328, -0.0792], [0.0746, 0.0063, -0.0773], [0.0206, 0.0384, -0.0655], [-0.0739, -0.0626, -0.0254], [-0.0176, -0.0722, -0.0224], [-0.1058, -0.0721, -0.0348], [-0.0952, 0.0863, -0.0130], [-0.0666, 0.0346, 0.0068], [0.0737, -0.0169, 0.0932], [0.0318, 0.0337, -0.0554], [-0.0082, 0.0702, 0.0545], [0.0380, -0.0242, -0.0069]], "nbo_charge": [-0.64, 0.69, -0.46, -0.23, 0.25, -0.41, -0.42, 0.22, 0.20, -0.05, -0.62, 0.17, -0.26, -0.25, 0.35, -0.24, -0.25, 0.21, 0.23, -0.33, 0.23, 0.21, 0.39, -0.20, 0.22, 0.19, 0.20, 0.22, 0.20, 0.18, -0.49, -0.23, -0.40, 0.20, -0.40, 0.20, 0.21, -0.40, 0.21, 0.19, -0.42, 0.20, 0.23, 0.21, 0.22, 0.23, 0.21], "orbital_gap_ev": 8.534, "smiles": "O=C(CC1CCCC1)N1CCC[C@@H](Nc2ccc(F)cc2)C1", "largest_force_ev_per_a": 0.65, "energy_ha": -985.54397, "relative_energy_ev": 0.000}